(1)
Formula: CH3NO2
Source: the Open Molecules 2025 dataset
Level of theory: the ωB97M-V functional and the def2-TZVPD basis

Last column: Mulliken charge in e.
Positions of all 7 atoms, in Å:
C  0.245  0.017  -0.002  -0.630
N  1.682  -0.127  -0.010  0.752
O  2.227  -1.207  -0.172  -0.461
O  2.321  1.011  0.184  -0.489
H  -0.352  0.624  -0.780  0.259
H  0.007  0.412  0.932  0.271
H  -0.099  -1.101  -0.184  0.297

Its frontier orbital gap is 0.3906 Eh. The SMILES is C[N+](=O)[O-]. Its calculated total energy is -6666.9995 eV. For the LUMO energy, the calculation gives -0.41 eV. For the energy above the lowest of the compared OMol25 structures with the same formula, charge and spin, the calculation gives 450.1 kJ/mol.

(2)
Formula: C13H29ClF3O4PS
Source: the Open Molecules 2025 dataset
Level of theory: the ωB97M-V functional and the def2-TZVPD basis

Last column: Mulliken charge in e.
Positions of all 52 atoms, in Å:
C  -0.768  -5.734  1.662  -0.979
P  -0.918  -3.838  1.869  0.543
S  -0.221  -3.877  3.916  -0.398
Cl  -1.498  -3.678  -0.167  -0.387
C  -2.622  -3.116  2.478  -0.624
C  -3.669  -4.391  2.436  -0.159
C  -5.169  -4.060  3.009  0.077
F  -5.483  -3.337  4.268  -0.275
C  -6.333  -4.558  2.210  0.254
F  -7.683  -3.901  2.198  -0.223
F  -6.129  -5.819  1.411  -0.219
H  -1.632  -6.088  0.919  0.305
H  -0.930  -6.353  2.649  0.313
H  0.244  -6.056  1.120  0.293
H  0.159  -2.899  1.595  0.135
H  -0.025  -5.220  4.277  0.113
H  -2.440  -2.758  3.585  0.440
H  -2.967  -2.183  1.861  0.251
H  -3.659  -4.869  1.348  0.317
H  -3.187  -5.222  3.142  0.220
C  0.806  0.616  -2.011  -0.341
O  -0.415  1.332  -2.163  -0.315
C  -1.554  0.544  -1.802  -0.480
C  -2.075  0.921  -0.413  -0.499
O  -1.140  0.561  0.609  -0.278
C  -0.397  1.680  1.080  -0.810
H  1.633  1.326  -2.092  -0.103
H  0.868  0.120  -1.038  0.297
H  0.900  -0.126  -2.809  0.321
H  -1.323  -0.527  -1.858  0.276
H  -2.334  0.758  -2.539  0.361
H  -2.993  0.359  -0.216  0.380
H  -2.318  1.990  -0.360  0.343
H  -1.037  2.311  1.707  0.310
H  0.015  2.271  0.258  0.334
H  0.432  1.310  1.688  0.236
C  2.666  3.745  -3.215  -0.901
O  3.416  3.221  -2.124  -0.263
C  4.827  3.311  -2.344  -0.589
C  5.439  4.479  -1.566  -0.523
O  4.987  5.738  -2.077  -0.376
C  3.972  6.318  -1.263  -0.671
H  1.624  3.844  -2.900  0.245
H  3.031  4.729  -3.524  0.469
H  2.712  3.053  -4.061  0.315
H  5.052  3.391  -3.415  0.367
H  5.265  2.378  -1.978  0.366
H  6.525  4.456  -1.693  0.369
H  5.224  4.394  -0.493  0.335
H  4.416  6.704  -0.339  0.324
H  3.183  5.601  -1.023  0.260
H  3.527  7.150  -1.812  0.245

Its frontier orbital gap is 0.3342 Eh. The SMILES is C[PH](S)(Cl)CCC(F)=C(F)F.COCCOC.COCCOC. Its calculated total energy is -62932.1388 eV. For the LUMO energy, the calculation gives -0.15 eV.

(3)
Formula: C25H34CeNO2P2
Source: the Open Molecules 2025 dataset
Level of theory: the ωB97M-V functional and the def2-TZVPD basis

Last column: Mulliken charge in e.
Positions of all 65 atoms, in Å:
C  2.555  -2.793  -2.904  -0.899
C  1.676  -1.792  -2.480  0.609
N  1.176  -1.807  -1.219  0.349
C  1.529  -2.783  -0.354  0.720
C  2.463  -3.753  -0.714  -0.914
C  2.974  -3.769  -2.004  -0.546
C  1.269  -0.736  -3.485  -1.200
P  0.638  0.868  -2.791  1.188
Ce  -0.332  0.072  -0.330  -0.281
P  -0.736  -2.102  1.325  1.048
C  0.945  -2.869  1.053  -1.418
C  -2.434  1.333  0.035  0.814
C  -2.024  2.647  0.202  -0.624
C  -3.022  3.631  0.417  -0.632
C  -4.370  3.260  0.436  -0.486
C  -4.750  1.927  0.233  -0.473
C  -3.765  0.939  0.017  -0.509
O  -1.033  -1.462  -4.933  -0.671
O  -2.932  -0.496  -3.260  -0.774
H  2.911  -2.771  -3.930  0.490
H  2.754  -4.491  0.032  0.462
H  3.685  -4.535  -2.309  0.403
C  2.144  1.872  -2.661  -1.441
C  -0.275  1.743  -4.095  -1.285
H  0.830  -3.934  1.315  0.521
H  1.646  -2.409  1.770  0.370
H  0.459  -1.142  -4.160  0.378
H  2.143  -0.478  -4.107  0.535
C  -0.741  -1.608  3.077  -1.272
C  -1.797  -3.570  1.343  -1.432
H  -0.964  2.925  0.162  0.260
H  -2.740  4.676  0.564  0.357
H  -5.131  4.019  0.611  0.359
H  -5.814  1.663  0.240  0.357
H  -4.048  -0.103  -0.152  0.334
H  -2.538  -0.646  -2.357  0.093
H  -3.587  0.211  -3.131  0.275
H  -1.796  -1.203  -4.349  0.393
H  -1.150  -2.394  -5.163  0.273
H  -1.570  -0.903  -1.264  0.008
H  2.557  2.023  -3.667  0.436
H  1.886  2.838  -2.209  0.380
H  2.876  1.370  -2.016  0.345
H  0.380  1.921  -4.960  0.421
H  -1.164  1.176  -4.401  0.327
H  -0.601  2.710  -3.681  0.409
H  -1.561  -4.185  2.224  0.427
H  -2.844  -3.241  1.394  0.392
H  -1.646  -4.160  0.430  0.375
H  -0.668  -2.501  3.711  0.467
H  0.073  -0.906  3.293  0.181
H  -1.693  -1.095  3.270  0.378
C  1.271  0.826  0.933  -0.546
C  1.480  1.197  2.108  0.277
C  1.861  1.686  3.358  0.328
C  3.206  2.043  3.586  -0.470
C  3.583  2.543  4.828  -0.510
C  2.637  2.660  5.859  -0.382
C  1.300  2.299  5.634  -0.629
C  0.902  1.825  4.389  -0.306
H  3.934  1.919  2.781  0.435
H  4.620  2.837  4.995  0.369
H  2.942  3.031  6.838  0.366
H  0.560  2.388  6.433  0.366
H  -0.140  1.556  4.190  0.424

The spin multiplicity is 2. Its frontier orbital gap (alpha / beta) is 0.2441 / 0.2625 Eh. The expectation value of S² is 0.751. Its calculated total energy is -63562.8818 eV. For the LUMO energy (alpha / beta), the calculation gives 0.37 / 0.38 eV.

- Among the records above, which one has the highest calculated total energy?
  CH3NO2